Here is 8 unconnected molecules or ions with the total composition C40H68N10O13PS from OMol25. Energies are from ωB97M-V with the def2-TZVPD basis set.

Properties
total charge = -1
lowest unoccupied orbital energy = 1.70 eV
orbital gap = 0.2548 Eh
total energy = -3830.380556 Eh

Positions of all 133 atoms, in Å:
1 N 5.99255 -4.75444 -2.83133
2 C 6.19305 -3.77469 -3.91873
3 C 5.43796 -2.41365 -3.65150
4 O 4.64904 -2.50682 -2.48200
5 C 4.45889 -2.14226 -4.76375
6 N 4.11271 -0.72177 -4.93063
7 C 2.75615 -0.58657 -5.42295
8 O 2.44620 -0.38891 -6.54337
9 C 1.91099 -0.63806 -4.16793
10 C 0.59981 -1.02456 -3.97042
11 C -0.23560 -1.53283 -5.13445
12 O -0.94991 -0.65414 -5.65146
13 O -0.12166 -2.73197 -5.44605
14 C 0.08902 -0.95592 -2.65232
15 C -1.34550 -1.41817 -2.43682
16 C -2.22364 -0.27586 -1.86947
17 O -3.36021 0.00259 -2.68435
18 C 0.91311 -0.49239 -1.60884
19 P 0.32694 -0.42648 0.11766
20 S -0.53846 1.22924 0.69085
21 C 2.24749 -0.07572 -1.84088
22 C 3.13806 0.46982 -0.75589
23 C 2.78258 1.68393 -0.18576
24 C 3.58571 2.24304 0.79685
25 C 4.72054 1.52975 1.14537
26 C 4.96272 0.31639 0.53305
27 N 4.21384 -0.25468 -0.41530
28 C 2.72481 -0.18758 -3.13632
29 C 4.06991 0.09984 -3.73882
30 O 4.91248 0.87557 -3.42088
31 H 5.57631 -5.60276 -3.18604
32 H 6.88254 -5.03311 -2.44287
33 H 5.82125 -4.23601 -4.83023
34 H 7.26323 -3.58917 -3.95612
35 H 6.17444 -1.61584 -3.56516
36 H 5.21341 -2.32446 -1.72484
37 H 4.92106 -2.46163 -5.69791
38 H 3.58929 -2.78859 -4.60144
39 H -1.79738 -1.74184 -3.36736
40 H -1.33038 -2.23484 -1.71759
41 H -1.62023 0.62731 -1.81982
42 H -2.51401 -0.49297 -0.83890
43 H -3.74222 0.79721 -2.29907
44 H -0.52046 -1.53847 0.25287
45 H 1.46556 -0.67502 0.89814
46 H 1.88443 2.18021 -0.50792
47 H 3.31637 3.18745 1.24170
48 H 5.41174 1.90571 1.88392
49 H 5.84276 -0.23897 0.84044
50 C -0.62729 3.35696 5.55582
51 C -1.08800 2.24237 4.65317
52 O -0.43376 1.22567 4.47329
53 N -2.28173 2.39479 4.01831
54 C -3.20204 3.50888 4.09485
55 H 0.33124 3.08446 5.98422
56 H -0.50642 4.28154 4.98416
57 H -1.33448 3.50922 6.36177
58 H -2.52546 1.62186 3.41392
59 H -4.17294 3.16293 4.45528
60 H -3.33957 3.93795 3.09980
61 H -2.82932 4.27569 4.76646
62 C 7.32783 0.31662 -1.87641
63 C 8.66042 0.05933 -1.22235
64 O 8.84960 -0.88011 -0.46303
65 N 9.67316 0.92428 -1.50778
66 C 9.63763 2.08472 -2.37700
67 H 6.62845 -0.44552 -1.55414
68 H 6.93257 1.28903 -1.58418
69 H 7.41379 0.27484 -2.96164
70 H 10.53754 0.70096 -1.04144
71 H 10.36901 1.96839 -3.17939
72 H 9.89051 2.98136 -1.80736
73 H 8.65339 2.21177 -2.81432
74 C -3.29500 -2.59806 -6.71864
75 C -4.11418 -2.39666 -5.47160
76 O -3.71324 -2.70099 -4.36386
77 N -5.36218 -1.84734 -5.60533
78 C -6.04227 -1.41618 -6.80882
79 H -2.33532 -3.02394 -6.43513
80 H -3.80295 -3.28755 -7.39995
81 H -3.10782 -1.64537 -7.21422
82 H -5.84185 -1.74037 -4.72592
83 H -6.27850 -0.35221 -6.71816
84 H -6.97809 -1.97331 -6.90392
85 H -5.43420 -1.57679 -7.69256
86 C -1.86060 -0.02039 7.27638
87 C -1.36736 0.96061 8.31178
88 O -1.33441 2.16783 8.11087
89 N -0.95295 0.45173 9.50063
90 C -0.91464 -0.94123 9.91807
91 H -2.15711 0.52143 6.38634
92 H -1.07091 -0.71969 7.00330
93 H -2.72368 -0.57085 7.65669
94 H -0.63843 1.15394 10.15072
95 H -1.53559 -1.07817 10.80418
96 H 0.10659 -1.22110 10.17015
97 H -1.27162 -1.59234 9.12899
98 C -1.15085 -5.99718 10.19324
99 C -1.52238 -4.55403 10.43812
100 O -0.71412 -3.73896 10.85220
101 N -2.80462 -4.18353 10.17625
102 C -3.89519 -5.00252 9.68004
103 H -0.10395 -6.13053 10.44609
104 H -1.75017 -6.66009 10.81844
105 H -1.29397 -6.25869 9.14430
106 H -2.98694 -3.20969 10.36011
107 H -4.26055 -4.59714 8.73530
108 H -4.71668 -4.99723 10.39850
109 H -3.57282 -6.02552 9.52191
110 C -4.58052 4.62049 -5.63523
111 C -4.76253 3.55238 -4.58199
112 O -5.26856 3.80840 -3.49062
113 N -4.34603 2.30904 -4.88168
114 C -3.72453 1.82987 -6.10487
115 H -4.96091 5.55989 -5.24493
116 H -3.52473 4.74229 -5.87826
117 H -5.13396 4.36600 -6.53948
118 H -4.48839 1.63636 -4.14297
119 H -4.33959 1.03585 -6.53006
120 H -2.74643 1.41260 -5.85508
121 H -3.60580 2.62090 -6.83780
122 C -5.60381 3.24625 0.02117
123 C -4.21717 2.99359 0.56007
124 O -3.96620 2.05157 1.29696
125 N -3.23308 3.85273 0.19024
126 C -3.33572 5.00825 -0.67987
127 H -6.26634 2.47635 0.40661
128 H -5.96964 4.22056 0.34970
129 H -5.61322 3.20789 -1.06894
130 H -2.33065 3.62220 0.57975
131 H -2.67412 4.88026 -1.53834
132 H -3.02941 5.90632 -0.13779
133 H -4.35149 5.13720 -1.03847

=====

Here is 7 unconnected molecules or ions with the total composition C40H68N7O9 from OMol25. Energies are from ωB97M-V with the def2-TZVPD basis set.

Properties
total charge = +1
lowest unoccupied orbital energy = -4.51 eV
orbital gap = 0.2295 Eh
total energy = -2625.217072 Eh

Positions of all 124 atoms, in Å:
1 C 1.66528 -1.54660 -1.30507
2 C 2.43634 -1.08379 -2.10261
3 C 3.41036 -0.95747 -3.20093
4 C 4.23001 0.34088 -3.10689
5 C 5.10596 0.43660 -1.86222
6 O 4.49164 1.16693 -0.77080
7 C 4.28244 2.46977 -1.05360
8 O 5.15525 3.22542 -1.35997
9 C 2.85043 2.91290 -0.93013
10 C 2.44909 4.18037 -1.37272
11 C 1.12545 4.51784 -1.27302
12 N 0.22312 3.65409 -0.76261
13 C 0.57844 2.44462 -0.33476
14 C -0.46215 1.49230 0.18115
15 O -1.70274 2.00672 -0.25276
16 C -2.72411 1.07268 -0.37030
17 C -2.66058 -0.21570 0.12524
18 C -3.69879 -1.13603 -0.03325
19 C -3.53654 -2.53632 0.50206
20 C -4.83747 -0.71381 -0.70210
21 C -4.90848 0.59608 -1.16786
22 C -3.88598 1.51661 -1.02418
23 C -3.98415 2.95525 -1.51224
24 C -2.89451 3.32975 -2.55621
25 C -5.39554 3.33197 -1.98359
26 C 1.90704 2.04312 -0.40667
27 H 1.06727 -1.74310 -0.44558
28 H 4.03526 -1.84709 -3.27030
29 H 2.84526 -0.91975 -4.13555
30 H 3.58570 1.21328 -3.25083
31 H 4.90450 0.34694 -3.96863
32 H 6.09807 0.84948 -2.04574
33 H 5.26265 -0.57542 -1.48638
34 H 3.19114 4.85326 -1.78042
35 H 0.79117 5.48006 -1.63610
36 H -0.76196 3.91293 -0.73707
37 H -0.21193 0.52106 -0.24496
38 H -0.44282 1.47823 1.27844
39 H -1.78199 -0.55975 0.66409
40 H -4.09206 -3.22580 -0.13724
41 H -3.91631 -2.66311 1.51616
42 H -2.48947 -2.83604 0.45166
43 H -5.64705 -1.41925 -0.84497
44 H -5.81672 0.90320 -1.67145
45 H -3.81905 3.56543 -0.61799
46 H -2.32713 2.47738 -2.92432
47 H -3.38167 3.85494 -3.37977
48 H -2.22522 4.07579 -2.11412
49 H -6.06018 3.23669 -1.12312
50 H -5.74413 2.71210 -2.80840
51 H -5.37014 4.38863 -2.25279
52 H 2.19415 1.05702 -0.07071
53 C -2.86766 3.30603 2.67744
54 C -3.99440 4.23890 2.29749
55 O -4.87596 3.90183 1.52119
56 N -3.99412 5.47634 2.85332
57 C -3.03398 6.03871 3.78828
58 H -3.01108 2.35959 2.16161
59 H -1.90808 3.73218 2.37507
60 H -2.86133 3.12307 3.75233
61 H -4.77354 6.04712 2.56498
62 H -3.55650 6.31422 4.70453
63 H -2.59681 6.93744 3.34681
64 H -2.24190 5.33914 4.03221
65 C 4.45608 -5.62861 -6.06046
66 C 4.17848 -4.83746 -4.81136
67 O 3.98651 -3.62524 -4.83274
68 N 4.13934 -5.51912 -3.63946
69 C 4.33024 -6.94398 -3.42714
70 H 4.44904 -4.95749 -6.91425
71 H 5.43406 -6.10792 -6.00095
72 H 3.68646 -6.38909 -6.21082
73 H 3.94986 -4.93821 -2.83815
74 H 3.43524 -7.36816 -2.96941
75 H 5.17508 -7.10341 -2.75556
76 H 4.52097 -7.45721 -4.36283
77 C 8.54873 -0.75936 2.77547
78 C 7.30715 -0.54809 3.60903
79 O 7.07501 -1.20407 4.60747
80 N 6.43468 0.41843 3.20124
81 C 6.53438 1.29248 2.04724
82 H 9.13739 -1.55405 3.22274
83 H 8.28229 -1.05040 1.75828
84 H 9.15076 0.14982 2.74802
85 H 5.63086 0.50891 3.80169
86 H 6.54040 2.33269 2.38066
87 H 5.67148 1.13448 1.40005
88 H 7.43881 1.10044 1.48021
89 C -1.46807 7.41702 6.87770
90 C -0.48145 6.34623 6.47775
91 O -0.81573 5.18229 6.30650
92 N 0.81377 6.71946 6.30906
93 C 1.39650 8.04085 6.46635
94 H -2.45367 6.97264 6.97758
95 H -1.18738 7.85808 7.83434
96 H -1.51039 8.19560 6.11437
97 H 1.41997 5.95847 6.04707
98 H 1.85287 8.35454 5.52611
99 H 2.16889 8.01067 7.23583
100 H 0.64596 8.76936 6.75192
101 C -6.09751 -5.86670 3.80995
102 C -5.76941 -5.44939 2.39687
103 O -4.71091 -5.74167 1.86349
104 N -6.70616 -4.72612 1.72473
105 C -8.00978 -4.28870 2.19166
106 H -5.26134 -6.43165 4.20999
107 H -6.26248 -4.99106 4.43906
108 H -6.98645 -6.49818 3.82544
109 H -6.42908 -4.48330 0.78719
110 H -8.78729 -4.70194 1.54736
111 H -8.06683 -3.19949 2.15299
112 H -8.19022 -4.61291 3.21037
113 C 0.33951 -8.04060 -4.46946
114 C 0.87219 -7.18405 -5.59286
115 O 1.67623 -7.60889 -6.40865
116 N 0.42842 -5.90174 -5.66933
117 C -0.51089 -5.22286 -4.79671
118 H 0.78544 -9.02792 -4.54138
119 H 0.59858 -7.60747 -3.50206
120 H -0.74382 -8.13969 -4.54440
121 H 0.82209 -5.38504 -6.44039
122 H -1.36868 -4.88033 -5.37789
123 H -0.02673 -4.35550 -4.34344
124 H -0.86121 -5.88121 -4.00924